{
  "formula": "C6H11NO",
  "method": "wB97M-V/def2-TZVPD",
  "elements": ["C", "N", "C", "C", "O", "C", "C", "C", "H", "H", "H", "H", "H", "H", "H", "H", "H", "H", "H"],
  "xyz": [[-0.722, 0.125, -0.954], [-0.129, 0.864, 0.243], [-0.693, 0.282, 1.532], [-2.059, 0.465, 1.784], [0.108, -0.289, 2.230], [1.275, 0.651, 0.127], [1.450, -0.823, -0.289], [0.241, -1.063, -1.192], [-0.821, 0.708, -1.883], [-1.763, -0.034, -0.662], [-2.731, 1.184, 1.333], [1.628, 1.446, -1.960], [-2.457, -0.069, 2.642], [0.981, 1.387, -0.871], [1.592, 0.792, 1.163], [2.468, -1.088, -0.619], [1.324, -1.430, 0.615], [-0.214, -2.023, -0.990], [0.523, -1.086, -2.247]],
  "forces_ev_per_a": [[-0.440, 0.242, 0.807], [-0.410, -1.492, -1.573], [1.427, 0.890, -0.473], [-1.127, 0.105, 0.783], [-0.389, -0.091, 0.495], [-3.110, -3.042, 2.284], [0.631, 0.656, -0.590], [-0.116, -0.195, -0.791], [0.440, 0.564, 0.501], [0.224, -0.705, -0.246], [0.384, -0.041, -0.386], [-1.216, -0.131, 2.715], [0.152, -0.050, -0.139], [2.584, 1.127, -2.766], [1.608, 1.425, -0.644], [-0.587, 0.183, -0.463], [0.050, 0.668, 0.322], [-0.097, -0.181, 0.120], [-0.008, 0.067, 0.045]],
  "nbo_charge": [-0.264, -0.426, 0.549, -0.239, -0.466, 0.012, -0.458, -0.453, 0.240, 0.244, 0.227, 0.314, 0.236, 0.138, 0.307, 0.263, 0.281, 0.253, 0.239],
  "spin_multiplicity": 2,
  "largest_force_ev_per_a": 4.9,
  "energy_ev": -9923.211,
  "charge": 1,
  "lumo_energy_ha": [-0.280, -0.277],
  "homo_lumo_gap_ev": [6.698, 7.121],
  "de_lowest_kcal_mol": 161.8
}